Record 1
The following is a quantum chemistry calculation of a structure of composition C20H29ClIrNP at a distorted geometry, from the OMol25 dataset.

ORCA input file:
```
! wB97M-V def2-TZVPD RIJCOSX def2/J DEFGRID3
* xyz 2 6
C -2.459 0.516 -3.591
C -1.236 -0.157 -3.652
C -0.326 -0.130 -2.594
C -0.763 0.420 -1.395
C -1.960 1.142 -1.288
C -2.788 1.189 -2.403
C 1.044 -0.667 -2.908
C 2.242 -0.243 -2.029
N 1.940 0.993 -1.218
Ir 0.391 0.158 0.211
C -2.374 1.803 -0.007
P -0.875 1.757 1.143
H -0.866 -0.632 -4.552
H -3.700 1.770 -2.308
H -3.118 0.531 -4.462
H -3.209 1.265 0.480
H -2.685 2.853 -0.154
H 1.011 -1.769 -2.879
H 1.205 -0.451 -3.976
H 2.503 -1.065 -1.328
C -1.465 1.594 2.860
C -0.230 3.450 0.986
H 3.128 -0.025 -2.681
C 1.617 2.111 -2.156
C 3.218 1.478 -0.525
H -1.117 -0.734 0.561
H 2.561 2.449 -2.630
H 0.960 1.803 -2.975
H 1.206 2.955 -1.594
H 3.775 2.156 -1.189
H 2.941 2.008 0.393
H 3.919 0.663 -0.308
H -0.850 4.180 1.526
H 0.772 3.472 1.426
H -0.162 3.769 -0.056
H -2.274 2.294 3.117
H -1.802 0.563 3.022
H -0.602 1.799 3.507
H 1.685 1.046 0.805
Cl -2.547 -3.004 1.050
C -1.196 -3.328 2.072
C -1.400 -4.110 3.204
C -0.341 -4.328 4.103
C 0.880 -3.694 3.884
C 1.062 -2.870 2.768
C 0.074 -2.757 1.776
C 0.321 -2.016 0.469
H -2.379 -4.525 3.400
H -0.499 -4.991 4.952
H 1.700 -3.815 4.602
H 1.988 -2.305 2.649
H 1.383 -2.072 0.196
H -0.302 -2.499 -0.305
*
```

Calculated values
- lowest unoccupied orbital energy (alpha / beta) (eV) = -5.8 / -10.2
- <S²> = 8.794
- strongest force on any atom (eV/Å) = 5.37

Listed below, in e, are the natural (NBO) charges computed for each atom: -0.0344 -0.2112 -0.0329 -0.0925 -0.0594 -0.1893 -0.4754 -0.2391 -0.4006 0.4904 -0.7503 1.1734 0.2344 0.2394 0.2515 0.2695 0.2685 0.2581 0.2502 0.2136 -0.9591 -0.9710 0.2376 -0.4330 -0.4282 0.0068 0.2185 0.2200 0.2201 0.2218 0.2240 0.2299 0.2658 0.2560 0.2514 0.2673 0.2518 0.2643 -0.0794 0.1714 0.0686 -0.2504 -0.0689 -0.0474 -0.2473 0.1321 -0.7258 0.2686 0.2615 0.2585 0.2513 0.2486 0.2504


Record 2
The following is a quantum chemistry calculation of a cluster of 8 separate species, C53H67BN3O5 in total at a distorted geometry, from the OMol25 dataset.

ORCA input file:
```
! wB97M-V def2-TZVPD RIJCOSX def2/J DEFGRID3
* xyz -1 1
C 3.409 -1.842 3.839
C 1.943 -2.245 3.788
C 1.072 -1.320 2.947
C -0.439 -1.449 3.285
N -1.109 -2.273 2.296
B -2.651 -2.314 2.416
C -3.235 -0.869 1.896
C -4.381 -0.251 2.634
O -5.347 0.132 2.022
N -4.320 -0.081 4.023
C -5.618 0.109 4.643
C -3.328 0.902 4.434
O -3.079 -3.448 1.571
C -4.454 -3.680 1.604
C -4.843 -4.957 2.384
C -5.650 -5.948 1.573
O -5.672 -4.601 3.496
O -3.042 -2.608 3.881
N -2.551 -3.771 4.337
O -2.384 -3.765 5.520
H 3.531 -0.792 4.067
H 3.872 -2.412 4.639
H 3.937 -2.123 2.936
H 1.859 -3.255 3.403
H 1.547 -2.260 4.800
H 1.182 -1.595 1.906
H 1.394 -0.285 3.028
H -0.486 -1.916 4.273
H -0.855 -0.451 3.327
H -0.735 -3.216 2.298
H -3.590 -1.034 0.891
H -2.463 -0.110 1.806
H -5.552 -0.193 5.682
H -6.337 -0.546 4.184
H -5.964 1.143 4.596
H -2.357 0.418 4.474
H -3.533 1.211 5.446
H -3.254 1.755 3.758
H -5.038 -2.858 2.024
H -4.804 -3.806 0.575
H -3.919 -5.408 2.723
H -6.704 -5.753 1.726
H -5.368 -5.971 0.530
H -5.466 -6.941 1.971
H -5.181 -3.945 4.014
C 7.697 -4.048 1.113
C 6.408 -3.798 1.561
C 5.755 -4.731 2.355
C 6.396 -5.910 2.707
C 7.687 -6.159 2.262
C 8.336 -5.230 1.462
H 8.205 -3.320 0.491
H 5.909 -2.875 1.292
H 4.747 -4.537 2.699
H 5.888 -6.636 3.330
H 8.186 -7.079 2.538
H 9.342 -5.426 1.110
C -1.957 -0.493 -1.655
C -1.132 0.381 -0.962
C -0.821 1.618 -1.506
C -1.344 1.984 -2.739
C -2.167 1.110 -3.433
C -2.470 -0.134 -2.893
H -2.206 -1.455 -1.224
H -0.740 0.100 0.008
H -0.181 2.304 -0.963
H -1.117 2.957 -3.157
H -2.579 1.401 -4.391
H -3.116 -0.817 -3.431
C -3.874 5.657 -1.182
C -5.185 5.842 -0.759
C -5.834 4.842 -0.047
C -5.171 3.658 0.252
C -3.861 3.475 -0.166
C -3.214 4.473 -0.886
H -3.369 6.435 -1.742
H -5.701 6.767 -0.987
H -6.858 4.983 0.276
H -5.675 2.877 0.809
H -3.342 2.553 0.066
H -2.194 4.321 -1.214
C 10.745 0.097 0.385
C 9.417 -0.300 0.466
C 8.590 -0.189 -0.643
C 9.093 0.309 -1.837
C 10.421 0.703 -1.919
C 11.246 0.600 -0.808
H 11.389 0.014 1.251
H 9.027 -0.695 1.396
H 7.553 -0.493 -0.578
H 8.449 0.391 -2.703
H 10.814 1.091 -2.851
H 12.281 0.912 -0.871
C -8.171 2.850 2.896
C -8.254 1.622 2.253
C -9.410 1.284 1.561
C -10.475 2.173 1.506
C -10.389 3.401 2.148
C -9.237 3.738 2.846
H -7.271 3.114 3.438
H -7.418 0.932 2.290
H -9.478 0.326 1.062
H -11.374 1.909 0.962
H -11.219 4.096 2.104
H -9.170 4.695 3.351
C -6.126 2.736 -7.522
C -5.951 2.546 -6.158
C -5.117 1.536 -5.700
C -4.451 0.721 -6.606
C -4.624 0.914 -7.970
C -5.464 1.919 -8.428
H -6.779 3.523 -7.879
H -6.464 3.184 -5.451
H -4.985 1.383 -4.636
H -3.797 -0.064 -6.248
H -4.103 0.279 -8.676
H -5.602 2.066 -9.492
C 13.030 1.773 -4.855
C 12.473 1.904 -6.119
C 12.424 3.150 -6.730
C 12.941 4.262 -6.080
C 13.501 4.130 -4.817
C 13.543 2.886 -4.202
H 13.065 0.802 -4.377
H 12.074 1.036 -6.628
H 11.984 3.253 -7.713
H 12.906 5.232 -6.558
H 13.905 4.997 -4.310
H 13.975 2.784 -3.215
*
```

Calculated values
- lowest unoccupied orbital energy (eV) = 1.8
- strongest force on any atom (eV/Å) = 2.02

Atomic partial charges in e from the Mulliken method, atoms 1 to 99: -1.0931 -0.3268 -1.1594 0.0739 -0.5091 1.9231 -0.5225 -0.2246 -0.5439 0.6697 -1.1053 -0.9016 -0.7776 -0.3194 0.5087 -1.5191 -0.6419 -0.6143 0.1665 -0.4993 0.4545 0.3690 0.0106 0.2013 0.3978 0.3200 0.3664 0.2343 -0.0946 0.1355 0.0974 0.2695 0.3590 0.3718 0.2176 0.0484 0.4761 0.2778 -0.0860 0.3399 0.1674 0.3608 0.3915 0.3638 0.3130 -0.1660 -0.5065 -0.0615 -0.5831 -0.2493 -0.5670 0.3448 0.3495 0.3462 0.3675 0.3555 0.3652 -0.8170 -0.1746 -0.4193 -0.4578 -0.0456 -0.3446 0.5031 0.3296 0.3699 0.4064 0.2767 0.3647 -0.5616 -0.3881 -0.4517 -0.4888 -0.4330 -0.2493 0.3608 0.3685 0.4436 0.5775 0.5291 0.2994 -0.4385 -0.4356 -0.3588 -0.5856 -0.1330 -0.3017 0.3645 0.4237 0.3837 0.3651 0.3555 0.3608 -0.3145 0.0195 -0.6661 -0.3195 -0.4175 -0.5716


Record 3
The following is a quantum chemistry calculation of a structure of composition C39H106MnN9O10 at a distorted geometry, from the OMol25 dataset.

ORCA input file:
```
! wB97M-V def2-TZVPD RIJCOSX def2/J DEFGRID3
* xyz 1 6
Mn 13.762 15.505 13.604
C 17.473 17.155 13.479
C 16.717 16.217 12.378
C 17.296 14.716 12.491
O 15.349 16.083 12.522
H 16.919 18.127 13.622
H 18.480 17.490 13.151
H 17.495 16.440 14.416
H 17.012 16.485 11.339
H 17.362 14.476 13.555
H 18.337 14.625 12.113
H 16.633 14.104 11.895
C 13.550 19.503 12.252
C 13.482 20.255 13.567
C 12.184 20.213 14.258
O 11.862 18.895 14.801
C 10.556 18.949 15.393
N 14.586 19.819 14.467
H 14.476 19.894 11.863
H 12.736 19.591 11.579
H 13.641 18.411 12.426
H 13.704 21.321 13.348
H 11.444 20.517 13.525
H 11.996 21.018 15.036
H 10.437 19.587 16.310
H 10.441 17.924 15.749
H 9.835 19.199 14.642
H 15.417 19.732 13.877
H 14.873 20.506 15.161
C 17.976 19.759 16.742
C 17.177 19.998 18.043
C 15.777 20.575 17.609
O 15.771 21.635 16.706
C 16.011 22.865 17.284
N 16.952 18.686 18.713
H 17.996 20.632 16.092
H 17.432 18.976 16.175
H 18.955 19.377 16.910
H 17.694 20.734 18.680
H 15.186 20.880 18.516
H 15.202 19.808 17.110
H 15.214 23.256 17.923
H 16.224 23.588 16.444
H 16.836 22.736 18.026
H 17.743 18.099 18.405
H 16.944 18.762 19.741
C 14.961 25.014 10.110
C 15.847 23.762 10.443
C 16.281 23.753 11.929
O 17.028 22.580 12.350
C 16.999 22.515 13.749
N 15.152 22.531 10.143
H 15.405 25.943 10.544
H 13.917 24.888 10.428
H 15.020 25.168 9.039
H 16.667 23.905 9.777
H 15.382 23.749 12.530
H 16.869 24.631 12.203
H 17.202 23.499 14.219
H 17.813 21.857 14.014
H 16.106 22.148 14.117
H 14.965 22.495 9.148
H 15.717 21.697 10.393
C 10.074 15.389 14.556
C 10.702 15.271 13.207
C 9.707 15.594 12.060
O 9.121 16.849 12.240
C 8.759 17.370 10.957
N 11.778 16.260 13.180
H 9.185 14.741 14.496
H 9.841 16.418 14.750
H 10.767 15.027 15.335
H 11.032 14.294 13.066
H 8.915 14.825 12.082
H 10.221 15.577 11.097
H 8.143 18.263 11.141
H 8.289 16.672 10.298
H 9.671 17.577 10.421
H 12.051 16.556 12.201
H 11.416 17.088 13.682
C 17.192 12.210 18.830
C 17.684 12.780 17.485
C 18.643 13.958 17.764
O 18.982 14.667 16.580
C 20.012 15.579 16.880
N 18.278 11.674 16.771
H 18.038 12.009 19.496
H 16.558 11.325 18.664
H 16.668 12.809 19.543
H 16.962 13.183 16.833
H 19.536 13.505 18.266
H 18.141 14.627 18.551
H 20.942 15.078 17.046
H 19.750 16.149 17.784
H 20.166 16.268 16.039
H 18.949 12.012 16.072
H 18.768 11.009 17.366
C 12.628 16.120 17.077
C 14.114 16.197 16.819
C 14.726 14.775 16.672
O 14.132 14.121 15.524
C 14.509 12.684 15.441
N 14.290 16.777 15.467
H 12.064 16.755 16.430
H 12.410 16.508 18.081
H 12.345 15.103 17.186
H 14.721 16.653 17.619
H 14.654 14.021 17.535
H 15.773 14.906 16.435
H 15.616 12.620 15.672
H 14.279 12.315 14.416
H 13.856 12.233 16.162
H 13.837 17.684 15.347
H 15.259 16.963 15.103
C 18.062 18.089 7.613
C 17.319 19.021 8.538
C 18.211 19.936 9.269
O 18.959 19.098 10.127
C 19.377 19.779 11.305
N 16.203 19.756 7.766
H 17.330 17.372 7.203
H 18.846 17.585 8.171
H 18.522 18.591 6.721
H 16.828 18.437 9.314
H 17.694 20.724 9.865
H 18.944 20.418 8.604
H 18.656 20.351 11.841
H 20.243 20.396 11.041
H 19.785 18.999 11.924
H 16.388 19.663 6.758
H 16.409 20.746 7.963
C 12.400 17.255 8.338
C 13.210 16.348 9.318
C 14.586 16.061 8.703
O 15.184 15.028 9.383
C 16.552 14.948 9.033
N 13.257 17.047 10.632
H 13.069 18.056 8.028
H 11.489 17.777 8.723
H 12.069 16.793 7.396
H 12.668 15.389 9.417
H 15.177 16.993 8.657
H 14.362 15.818 7.632
H 17.125 14.308 9.679
H 17.093 15.910 9.193
H 16.703 14.531 7.987
H 13.410 18.031 10.472
H 14.017 16.669 11.167
C 12.193 11.950 12.298
C 13.238 12.578 11.493
C 13.142 12.192 10.014
O 13.219 10.747 9.996
C 13.316 10.137 8.728
N 13.352 14.074 11.652
H 12.136 12.407 13.263
H 12.340 10.925 12.459
H 11.185 11.901 11.854
H 14.189 12.242 11.859
H 13.997 12.568 9.373
H 12.227 12.567 9.578
H 12.361 10.239 8.130
H 13.424 9.092 8.958
H 14.227 10.479 8.167
H 12.489 14.413 11.207
H 14.072 14.342 10.961
*
```

Calculated values
- lowest unoccupied orbital energy (alpha / beta) (eV) = -1.2 / -1.2
- <S²> = 8.754
- relative energy (zero: lowest compared OMol25 entry of this formula, charge and spin) (kJ/mol) = 159.6
- strongest force on any atom (eV/Å) = 2.93

Atomic partial charges in e from the Mulliken method, atoms 1 to 99: 0.9215 0.4548 1.2647 -1.2441 1.1814 -0.4803 0.2459 -0.3393 -1.1452 0.0154 0.3866 0.0862 -2.0071 1.3093 -1.6401 -0.2778 -1.0248 0.7475 0.3261 0.9113 0.1462 0.0768 0.5604 0.4100 0.1822 0.3728 0.4235 -0.6094 -0.0889 -1.0761 0.4555 -0.3508 -0.2409 -0.6970 -0.4642 0.0273 0.1733 0.5366 0.2509 0.4494 -0.3031 0.3001 0.1663 0.2945 0.0835 0.2563 -1.5052 0.6108 -1.0133 -0.0710 -0.8351 -0.4989 0.3523 0.3224 0.4247 0.2656 0.4501 0.3796 0.5000 0.0940 0.3720 0.2767 -0.0919 -1.6647 1.1289 -0.9082 -0.3622 -0.6947 1.4592 0.5225 0.4082 0.1584 -0.7696 0.5342 0.4288 0.2705 0.3765 0.0964 0.0994 -0.5041 -1.8431 2.8000 -1.0488 -0.1916 -0.9008 -0.7060 0.5035 0.4068 0.4341 -1.7028 0.4180 0.3174 0.3706 0.3540 0.2191 0.2750 0.2941 -1.3372 0.7464


Record 4
The following is a quantum chemistry calculation of a structure of composition C23H25ClIrN2OPS at a distorted geometry, from the OMol25 dataset.

ORCA input file:
```
! wB97M-V def2-TZVPD RIJCOSX def2/J DEFGRID3
* xyz 2 5
Ir 0.293 0.102 1.136
Cl -0.496 1.742 2.547
C 0.757 -1.521 0.411
O 0.791 -2.628 0.017
P -0.465 0.830 -0.827
C 0.740 2.037 -1.489
C -0.765 -0.207 -2.295
C -2.025 1.721 -0.558
C -2.039 -0.338 -2.874
C -2.205 -1.103 -4.032
C -1.120 -1.777 -4.596
C 0.145 -1.661 -4.014
C 0.324 -0.877 -2.872
H -2.898 0.164 -2.427
H -3.197 -1.177 -4.494
H -1.260 -2.399 -5.491
H 1.001 -2.189 -4.451
H 1.320 -0.785 -2.430
C 1.655 2.587 -0.597
C 2.551 3.571 -1.026
C 2.571 3.956 -2.369
C 1.691 3.366 -3.283
C 0.774 2.402 -2.849
H 1.654 2.240 0.447
H 3.231 4.033 -0.305
H 3.281 4.718 -2.706
H 1.710 3.655 -4.336
H 0.100 1.932 -3.565
C -2.239 2.980 -1.130
C -3.482 3.602 -0.977
C -4.484 2.988 -0.220
C -4.251 1.752 0.387
C -3.013 1.122 0.235
H -1.439 3.467 -1.685
H -3.659 4.571 -1.450
H -5.454 3.485 -0.091
H -5.032 1.271 0.983
H -2.789 0.188 0.755
H 1.963 2.916 2.508
H 1.187 2.909 2.580
S -0.631 -1.420 2.851
C 0.574 -2.508 3.418
N 1.844 -2.160 3.648
C 2.894 -3.059 4.100
C 2.562 -4.511 3.795
C 1.114 -4.809 4.146
N 0.236 -3.771 3.636
H 2.073 -1.212 3.401
H 3.003 -2.983 5.190
H 3.829 -2.737 3.631
H 3.208 -5.152 4.402
H 2.776 -4.744 2.751
H 1.055 -4.840 5.243
H 0.778 -5.769 3.749
H -0.742 -3.968 3.474
*
```

Calculated values
- lowest unoccupied orbital energy (alpha / beta) (eV) = -6.4 / -10.8
- <S²> = 6.032
- strongest force on any atom (eV/Å) = 5.67

Listed below, in e, are the natural (NBO) charges computed for each atom: 0.5193 -0.3106 0.3741 -0.4620 1.0140 -0.4054 -0.2785 -0.4337 -0.1701 0.0247 -0.1037 -0.2242 0.0129 0.2618 0.2555 0.2651 0.2664 0.2476 -0.2027 -0.1644 -0.1512 -0.2144 -0.1330 0.2218 0.2460 0.2485 0.2446 0.2072 -0.1386 -0.1958 -0.1666 -0.1973 -0.1947 0.2198 0.2403 0.2447 0.2413 0.2189 -0.0147 0.0037 -0.0448 0.3387 -0.5472 -0.2270 -0.4281 -0.2295 -0.5365 0.4249 0.2212 0.2370 0.2550 0.2231 0.2194 0.2438 0.4332